[1]
The following is a quantum chemistry calculation of 2 unconnected molecules or ions with the total composition C4H9NO, from the Open Molecules 2025 dataset.

Structure (XYZ):
```
15
Properties=species:S:1:pos:R:3:forces:R:3:nbo_charge:R:1
C -1.032298 0.259925 -0.357109 0.148 0.299 0.266 -0.42
C -0.180946 0.575568 1.023413 -0.221 0.124 -0.252 -0.42
C 1.005698 0.859816 0.117856 0.151 0.278 0.191 -0.10
N 1.262749 -0.401040 -0.592282 0.102 -0.111 -0.107 -0.63
C 0.255472 0.549893 -1.108913 -0.178 0.236 -0.335 -0.10
H -1.518758 -0.667593 -0.695112 0.282 0.225 0.828 0.24
H -1.787389 1.036541 -0.407301 0.125 0.333 -0.283 0.21
H -0.592463 1.474761 1.493028 0.029 -0.111 -0.235 0.21
H 0.068926 -0.120498 1.843380 -0.431 -0.086 -0.587 0.22
H 1.795926 1.585539 0.261304 -0.024 -0.107 0.064 0.21
H 2.119007 -0.288881 -1.132088 -0.146 -0.060 -0.002 0.37
H 0.363430 0.930015 -2.117140 -0.015 0.085 0.130 0.21
O -0.743026 -2.314805 0.566552 0.461 -0.669 -0.144 -0.96
H -1.022082 -1.536001 1.041566 -0.303 -0.084 0.329 0.46
H 0.005754 -1.943240 0.062846 0.021 -0.353 0.137 0.48
```
Forces are in eV/Å.

* Kohn-Sham gap: 10.50 eV
* SMILES: C1C[C@H]2N[C@@H]12.O
* net charge: 0
* lowest unoccupied orbital energy: 0.932 eV
* ΔE to the lowest compared entry with this formula, charge and spin: 74.63 kcal/mol

---

[2]
The following is a quantum chemistry calculation of a single C4H9NO molecule, from the Open Molecules 2025 dataset.

Structure (XYZ):
```
15
Properties=species:S:1:pos:R:3:forces:R:3:nbo_charge:R:1
C 1.182702 0.094355 0.933331 -0.215 0.511 -0.012 -0.11
C 0.032710 0.116862 -0.085960 -0.004 -0.419 -0.280 0.02
C -1.144160 1.044277 0.217942 0.352 -0.126 0.116 -0.61
C -0.437192 -1.296331 -0.422083 0.125 0.201 0.099 -0.63
N 0.796298 0.736495 -1.186213 0.589 0.464 0.553 -0.35
O 2.284739 -0.152320 0.098188 -0.295 0.020 -0.369 -0.31
H 1.276314 1.076002 1.413370 -0.030 -0.029 0.046 0.17
H 1.142341 -0.674309 1.715731 -0.107 -0.067 -0.147 0.19
H -1.822790 0.578161 0.928146 -0.089 -0.006 0.085 0.21
H -1.688464 1.258205 -0.702471 -0.048 -0.043 0.007 0.22
H -0.780644 1.984702 0.624270 -0.034 0.107 0.017 0.22
H -0.939342 -1.740167 0.434475 -0.092 -0.095 0.061 0.21
H 0.420165 -1.914022 -0.683713 0.028 -0.072 -0.023 0.22
H -1.132939 -1.276740 -1.259663 -0.065 -0.022 -0.071 0.21
H 0.810269 0.164828 -2.025343 -0.115 -0.422 -0.083 0.32
```
Forces are in eV/Å.

* Kohn-Sham gap (alpha / beta): 9.76 / 8.97 eV
* net charge: 0
* lowest unoccupied orbital energy (alpha / beta): -0.340 / -0.915 eV
* ΔE to the lowest compared entry with this formula, charge and spin: 113.41 kcal/mol

---

[3]
The following is a quantum chemistry calculation of 2 unconnected molecules or ions with the total composition C4H9NO, from the Open Molecules 2025 dataset.

Structure (XYZ):
```
15
Properties=species:S:1:pos:R:3:forces:R:3:nbo_charge:R:1
C -1.671754 -1.772101 -1.033789 0.643 0.174 0.606 -0.46
C -0.367733 -1.640291 -0.791307 -0.071 0.456 -0.411 -0.03
N 0.249360 -1.853673 0.447364 -0.084 -0.102 0.338 -0.41
C -0.140701 -1.171594 1.436433 -0.021 -0.022 -0.040 -0.04
H -2.294757 -2.025419 -0.184844 -0.315 -0.155 -0.259 0.20
H -2.082371 -1.594341 -2.013400 -0.104 -0.079 -0.023 0.21
H 0.337903 -1.338244 -1.560173 -0.056 -0.232 -0.110 0.20
H 0.269209 -1.348646 2.427066 0.118 -0.069 -0.066 0.18
H -0.888856 -0.382519 1.340183 -0.107 0.040 -0.022 0.15
C 1.237348 1.871787 -0.055787 -0.211 -0.630 -0.093 -0.25
O 1.042712 3.110044 0.595106 -0.103 -0.150 0.102 -0.72
H 1.910738 1.961821 -0.910085 0.175 -0.060 0.068 0.16
H 1.619653 1.155392 0.669844 0.385 0.211 0.008 0.18
H 0.316955 1.390582 -0.413870 -0.152 0.394 -0.023 0.16
H 0.462291 3.637203 0.047265 -0.097 0.224 -0.074 0.46
```
Forces are in eV/Å.

* Kohn-Sham gap: 10.14 eV
* SMILES: C=CN=C.CO
* net charge: 0
* lowest unoccupied orbital energy: 0.827 eV
* ΔE to the lowest compared entry with this formula, charge and spin: 66.81 kcal/mol

---

[4]
The following is a quantum chemistry calculation of a single C4H9NO molecule, from the Open Molecules 2025 dataset.

Structure (XYZ):
```
15
Properties=species:S:1:pos:R:3:forces:R:3:nbo_charge:R:1
C -0.205371 -1.869755 -0.403432 0.013 -0.013 0.018 -0.62
C 0.118665 -0.438263 -0.838582 -0.021 -0.031 -0.162 -0.23
N 0.171432 0.522623 0.258967 0.267 0.036 -0.057 -0.44
C -0.999156 1.355080 0.445878 -0.097 0.065 0.075 -0.40
C 1.385404 0.897756 0.751152 0.020 -0.097 -0.098 0.54
O 2.451549 0.417793 0.415141 -0.322 0.072 0.173 -0.61
H -0.570367 -2.442331 -1.263686 0.110 0.053 0.144 0.21
H -0.984265 -1.890821 0.367600 0.098 0.058 -0.144 0.21
H 0.681628 -2.374241 -0.007602 -0.146 0.133 -0.005 0.22
H -0.649008 -0.081966 -1.535967 0.129 -0.044 0.060 0.19
H 1.085201 -0.407706 -1.350880 -0.164 -0.033 0.049 0.23
H -1.895713 0.730089 0.527521 0.160 0.118 0.041 0.20
H -1.130336 2.040339 -0.404809 -0.042 -0.107 0.159 0.19
H -0.905125 1.948455 1.360009 0.012 -0.113 -0.122 0.21
H 1.310321 1.694574 1.517762 -0.017 -0.096 -0.130 0.11
```
Forces are in eV/Å.

* Kohn-Sham gap: 10.27 eV
* SMILES: CCN(C)C=O
* net charge: 0
* lowest unoccupied orbital energy: 0.876 eV
* ΔE to the lowest compared entry with this formula, charge and spin: 16.77 kcal/mol

---

Q: The lowest ΔE to the lowest compared entry with this formula, charge and spin belongs to which entry?
A: number 4